Entry 1:
Entry from the Open Molecules 2025 dataset: a cluster of 8 separate species, C30H77NO13PS8 in total (the ωB97M-V functional and the def2-TZVPD basis).

For the energy relative to the best compared isomer or geometry (same formula, charge and spin), the calculation gives 0.000 eV. Its charge is +1. For the energy, the calculation gives -5748.490701 a.u. Its highest occupied orbital energy is -10.0 eV. The calculation puts the largest force on an atom at 0.6 eV Å⁻¹.

Each line ends with the Löwdin charge.
Element x y z (Å)
C (2.07584, 2.83883, 1.11401)  -0.05
C (0.92400, 3.84064, 1.23555)  -0.23
O (1.15038, 5.12214, 0.65862)  -0.12
C (1.66403, 5.11257, -0.64503)  -0.19
C (0.90301, 4.26368, -1.66818)  -0.20
O (-0.49089, 4.25353, -1.45052)  -0.11
C (-1.08966, 3.17849, -2.14036)  -0.16
C (-0.91911, 1.88042, -1.35185)  -0.12
O (-0.48060, 0.81888, -2.22665)  -0.16
C (-0.07151, -0.29399, -1.53153)  -0.22
N (1.01289, -0.95924, -2.34350)  -0.29
C (1.15697, -2.36035, -1.78816)  -0.19
C (2.23070, -3.22594, -2.45321)  -0.15
C (3.45263, -3.51347, -1.55870)  -0.15
C (3.37984, -4.91451, -0.95875)  -0.16
O (4.05996, -5.01188, 0.29706)  0.00
C (5.37570, -5.29143, 0.22657)  -0.53
C (5.93199, -5.74304, 1.54341)  0.03
O (6.00768, -5.17626, -0.79374)  0.09
C (2.30151, -0.15672, -2.18254)  -0.15
O (2.90090, 0.02046, -3.41286)  -0.16
C (3.37120, 1.35862, -3.69372)  -0.20
C (2.38944, 2.13401, -4.54214)  -0.07
P (0.43712, -1.04302, -4.09034)  0.50
S (-1.13899, -2.11341, -4.26257)  0.29
H (2.09902, 2.21352, 2.00585)  0.05
H (1.92557, 2.15809, 0.26343)  0.04
H (3.04000, 3.33275, 0.99269)  0.09
H (0.72453, 4.01545, 2.29059)  0.07
H (0.01137, 3.41700, 0.80505)  0.10
H (2.69701, 4.73443, -0.64731)  0.11
H (1.70597, 6.15217, -0.97052)  0.13
H (1.30480, 3.23682, -1.65800)  0.09
H (1.10084, 4.66576, -2.67379)  0.13
H (-0.63009, 3.05756, -3.13290)  0.12
H (-2.15047, 3.37485, -2.27934)  0.11
H (-0.15425, 2.01729, -0.58071)  0.09
H (-1.85777, 1.59029, -0.87380)  0.12
H (-0.85752, -1.03746, -1.37122)  0.13
H (0.38419, -0.03901, -0.56552)  0.16
H (1.38374, -2.22718, -0.72760)  0.14
H (0.17906, -2.82650, -1.84198)  0.05
H (1.74815, -4.17200, -2.71021)  0.13
H (2.57453, -2.79684, -3.39556)  0.09
H (3.52207, -2.80071, -0.73109)  0.12
H (4.36929, -3.42014, -2.14180)  0.12
H (2.34711, -5.19756, -0.74698)  0.13
H (3.80390, -5.64620, -1.64803)  0.13
H (6.75257, -6.43096, 1.35122)  0.09
H (6.31945, -4.87666, 2.08244)  0.10
H (5.16449, -6.21891, 2.14883)  0.09
H (2.92876, -0.74539, -1.50967)  0.15
H (2.03262, 0.79396, -1.71542)  0.12
H (4.32231, 1.22682, -4.20804)  0.13
H (3.57721, 1.86731, -2.74768)  0.12
H (2.13293, 1.56694, -5.43923)  0.08
H (2.83021, 3.08457, -4.84570)  0.09
H (1.47312, 2.35713, -3.98873)  0.05
H (0.37037, 0.31269, -4.38541)  0.00
H (1.57980, -1.52296, -4.71910)  0.01
C (-6.21545, 3.78801, -2.19177)  -0.26
S (-5.51174, 2.16521, -1.88463)  0.83
O (-4.09809, 2.40709, -1.45324)  -0.57
C (-5.43095, 1.65548, -3.60106)  -0.27
H (-6.30604, 4.28833, -1.23006)  0.05
H (-5.55187, 4.35334, -2.84555)  0.06
H (-7.20132, 3.67131, -2.64122)  0.06
H (-4.83098, 2.37571, -4.15745)  0.06
H (-6.44182, 1.58265, -3.99892)  0.06
H (-4.96605, 0.67243, -3.62281)  0.04
C (0.26637, -0.81384, 4.05204)  -0.27
S (1.74813, 0.03991, 4.60737)  0.82
O (2.53867, 0.35116, 3.38396)  -0.56
C (2.53070, -1.39458, 5.35478)  -0.27
H (-0.33601, -0.08633, 3.51092)  0.05
H (0.54981, -1.63628, 3.39470)  0.05
H (-0.28872, -1.17929, 4.91583)  0.05
H (2.65207, -2.17400, 4.60289)  0.05
H (1.92142, -1.74614, 6.18745)  0.05
H (3.50368, -1.07462, 5.72115)  0.05
C (-3.30475, -4.02728, -1.37355)  -0.27
S (-2.23494, -4.26587, 0.04782)  0.83
O (-0.83212, -4.23486, -0.47253)  -0.57
C (-2.62581, -5.99193, 0.32541)  -0.26
H (-3.15811, -3.00830, -1.72910)  0.03
H (-3.02793, -4.73770, -2.15256)  0.06
H (-4.34246, -4.15998, -1.06668)  0.05
H (-2.39474, -6.55978, -0.57513)  0.06
H (-3.67921, -6.08396, 0.58873)  0.06
H (-2.00877, -6.33507, 1.15295)  0.05
C (-8.51408, -2.80154, -1.72835)  -0.26
S (-6.95673, -1.97496, -2.06269)  0.79
O (-7.28292, -0.54627, -2.31800)  -0.57
C (-6.66772, -2.73003, -3.66854)  -0.26
H (-8.88429, -2.42037, -0.77907)  0.05
H (-9.21909, -2.56700, -2.52503)  0.06
H (-8.34952, -3.87655, -1.65569)  0.06
H (-7.50546, -2.50042, -4.32625)  0.06
H (-6.55161, -3.80777, -3.55164)  0.05
H (-5.75103, -2.30233, -4.07077)  0.04
C (-1.65359, 4.61872, 5.79884)  -0.27
S (-0.39567, 5.02787, 4.58221)  0.81
O (0.61679, 3.93141, 4.63581)  -0.56
C (0.28552, 6.42447, 5.46574)  -0.26
H (-2.16931, 3.72625, 5.45035)  0.05
H (-1.17467, 4.42366, 6.75825)  0.06
H (-2.35797, 5.44705, 5.87452)  0.05
H (0.63469, 6.08989, 6.44333)  0.06
H (-0.46876, 7.20675, 5.56064)  0.02
H (1.12199, 6.80208, 4.88145)  0.06
C (6.85148, -8.30048, -1.56629)  -0.26
S (5.43154, -9.10492, -2.30615)  0.79
O (4.41701, -9.22958, -1.22325)  -0.56
C (6.17945, -10.72399, -2.51339)  -0.27
H (6.50900, -7.30271, -1.30019)  0.01
H (7.15451, -8.84971, -0.67459)  0.06
H (7.66905, -8.24175, -2.28435)  0.06
H (6.50981, -11.09130, -1.54214)  0.06
H (7.01593, -10.64840, -3.20794)  0.05
H (5.41833, -11.38466, -2.92273)  0.05
C (-3.51529, 10.61189, 5.74140)  -0.27
S (-1.88119, 10.25460, 6.39307)  0.82
O (-1.23120, 9.33301, 5.41959)  -0.56
C (-2.43265, 9.24036, 7.76967)  -0.27
H (-3.37920, 11.20206, 4.83781)  0.05
H (-4.01895, 9.67539, 5.50349)  0.06
H (-4.08110, 11.18596, 6.47487)  0.06
H (-3.01842, 8.40454, 7.38695)  0.05
H (-3.02413, 9.84740, 8.45460)  0.05
H (-1.54341, 8.87460, 8.27911)  0.05



Entry 2:
Entry from the Open Molecules 2025 dataset: an isolated molecule of C22H19BrN2OS in a non-equilibrium geometry (the ωB97M-V functional and the def2-TZVPD basis).

The SMILES is Oc1ccc2cc(CNCCc3ccc(Br)cc3)c(-c3ccsc3)nc2c1. For the energy relative to the best compared isomer or geometry (same formula, charge and spin), the calculation gives 2.420 eV. Its charge is 0. For the energy, the calculation gives -4006.598375 a.u. Its highest occupied orbital energy is -8.2 eV. The calculation puts the largest force on an atom at 6.8 eV Å⁻¹.

Each line ends with the Löwdin charge.
Element x y z (Å)
Br (6.75679, 1.32129, -1.71766)  0.68
N (-1.71541, -0.02499, 2.71376)  0.18
O (-0.73663, -3.18608, 6.12593)  0.05
S (-3.74937, 3.72761, 1.34858)  0.95
C (-3.06312, 3.31214, -0.25967)  -0.38
C (-2.86885, 2.33354, 2.00745)  -0.35
C (-2.38798, 2.16426, -0.25472)  -0.15
C (-2.34530, 1.55224, 1.05151)  -0.29
C (-1.86420, 0.19816, 1.34711)  -0.12
C (3.87487, 1.95967, -1.36300)  -0.12
C (4.34325, 0.68738, -3.33926)  -0.11
C (2.59693, 1.85695, -1.61832)  -0.07
C (2.99713, 0.65701, -3.64663)  -0.06
C (-0.22417, -3.72684, 3.84399)  -0.02
C (4.88017, 1.25541, -2.15964)  -0.61
C (-0.61922, -2.82105, 4.82539)  -0.31
C (-1.45285, -0.72965, 0.34697)  -0.10
C (2.14290, 1.25775, -2.79739)  -0.25
C (-1.10884, -1.58621, 4.36487)  0.04
C (-0.28125, -3.35529, 2.49717)  0.00
C (-0.84648, -1.88826, 0.81020)  0.00
C (-1.19402, -1.22061, 3.07902)  -0.27
C (-0.72326, -2.06895, 2.10200)  -0.21
N (-0.39865, -0.46078, -1.81997)  -0.05
C (-1.68854, -0.75542, -1.17178)  -0.18
C (0.68941, 1.40835, -3.20054)  -0.13
C (-0.14634, 0.05941, -3.19718)  -0.17
H (-0.41271, -4.11698, 6.22458)  0.13
H (-3.05085, 3.92161, -1.12734)  0.06
H (-2.93987, 2.15977, 3.13041)  0.10
H (-1.89757, 1.64965, -1.11470)  0.10
H (4.18969, 2.50025, -0.50396)  0.09
H (4.98803, 0.32608, -4.10912)  0.09
H (1.86307, 2.34469, -0.96919)  0.13
H (2.52281, 0.34705, -4.59809)  0.14
H (0.15147, -4.72530, 4.05044)  0.11
H (-1.45989, -0.92489, 5.24670)  0.16
H (0.09396, -4.10011, 1.72656)  0.14
H (-0.61309, -2.63523, 0.08611)  0.13
H (0.29033, -0.30048, -1.12076)  0.09
H (-2.49613, -0.12319, -1.42088)  0.08
H (-1.93818, -1.81987, -1.43966)  0.12
H (0.56118, 2.04272, -4.08579)  0.12
H (0.07917, 1.98450, -2.46253)  0.10
H (-1.13888, 0.22611, -3.65815)  0.12
H (0.34050, -0.68343, -3.77281)  0.08



Entry 3:
Entry from the Open Molecules 2025 dataset: a structure of composition C36H33BrCaN7OS in a non-equilibrium geometry (the ωB97M-V functional and the def2-TZVPD basis).

As for the expectation value of S²: 0.78. For the energy relative to the best compared isomer or geometry (same formula, charge and spin), the calculation gives 3.273 eV. Its charge is 0. Its spin multiplicity is 2. For the energy, the calculation gives -5499.986922 a.u. Its highest occupied orbital energy (alpha / beta) is -5.2 / -6.8 eV. The calculation puts the largest force on an atom at 3.6 eV Å⁻¹.

Each line ends with the Löwdin charge.
Element x y z (Å)
Ca (-0.31999, 0.25952, 0.10054)  1.28
C (-3.30563, -1.66689, 0.20706)  -0.20
C (-3.96656, -0.86199, -0.88640)  -0.10
C (-3.67075, 0.61156, -0.73497)  -0.27
C (-4.36756, 1.56120, -1.47718)  -0.04
C (-4.14578, 2.90127, -1.21773)  -0.08
C (-3.23735, 3.25390, -0.22773)  -0.06
C (-2.56111, 2.24686, 0.43496)  -0.24
N (-2.75694, 0.94793, 0.17764)  0.04
N (-1.91884, -1.98650, -0.09830)  -0.19
C (-1.76592, -2.76997, -1.32682)  -0.13
C (-1.44507, -1.96310, -2.56355)  -0.28
C (-1.88151, -2.40414, -3.80702)  -0.03
C (-1.47920, -1.72298, -4.94164)  -0.06
C (-0.64345, -0.62841, -4.79901)  -0.05
C (-0.26882, -0.25129, -3.52089)  -0.12
N (-0.66783, -0.89044, -2.41808)  0.10
C (-1.35625, -2.73564, 1.03127)  -0.15
C (0.14899, -2.83932, 0.97178)  -0.28
C (0.82370, -3.76368, 1.90806)  0.00
C (2.15210, -3.85653, 1.94121)  -0.01
C (3.03012, -2.96383, 1.12751)  -0.17
C (2.20727, -1.99691, 0.22703)  -0.19
N (0.76311, -2.11014, 0.13480)  0.09
H (-3.89463, -2.57488, 0.41431)  0.13
H (-3.28849, -1.06743, 1.11880)  0.12
H (-5.04506, -1.02800, -0.82283)  0.13
H (-3.68038, -1.18272, -1.89177)  0.11
H (-5.08843, 1.24384, -2.21988)  0.12
H (-4.67905, 3.66214, -1.77362)  0.11
H (-3.03674, 4.28836, 0.01225)  0.12
H (-1.81787, 2.46802, 1.19417)  -0.16
H (-2.65513, -3.38755, -1.51032)  0.13
H (-0.92783, -3.45528, -1.19280)  0.13
H (-2.52246, -3.27411, -3.87685)  0.11
H (-1.80777, -2.04543, -5.92139)  0.11
H (-0.29536, -0.06672, -5.65426)  0.11
H (0.37783, 0.60160, -3.36227)  0.10
H (-1.80621, -3.73803, 1.12248)  0.14
H (-1.58267, -2.18950, 1.95125)  0.12
H (0.20488, -4.41461, 2.51443)  0.11
H (2.62923, -4.59775, 2.57383)  0.12
H (3.81223, -3.53215, 0.62152)  0.14
H (2.61314, -1.87440, -0.77609)  0.16
O (-0.57947, -0.10416, 2.31331)  -0.32
N (0.21202, 0.52367, 3.18032)  -0.23
C (0.77975, -0.21738, 4.15874)  -0.05
C (1.66351, 0.31639, 5.04827)  -0.07
C (1.97168, 1.67938, 4.93325)  -0.07
C (1.37607, 2.42331, 3.95457)  -0.08
C (0.46461, 1.86401, 3.02418)  -0.61
S (-0.26344, 2.74172, 1.76715)  0.78
H (0.47530, -1.25385, 4.15686)  0.13
H (2.10115, -0.31294, 5.80846)  0.10
H (2.68007, 2.13827, 5.61008)  0.11
H (1.59019, 3.47517, 3.83539)  0.10
Br (6.32814, -2.42012, 2.42070)  0.70
C (4.98889, -1.29539, 1.67196)  -0.67
C (5.30249, -0.14991, 1.06253)  -0.13
C (4.31976, 0.75483, 0.46910)  -0.03
C (3.00032, 0.43934, 0.48037)  -0.28
C (2.57590, -0.82554, 1.16257)  -0.15
C (3.58558, -1.72563, 1.91144)  -0.24
N (1.93295, 1.04375, -0.12346)  -0.05
C (2.04293, 2.23117, -0.73124)  -0.14
C (0.95087, 2.79831, -1.42977)  -0.31
C (1.06585, 4.07109, -2.04324)  -0.04
C (0.02409, 4.57982, -2.76507)  -0.08
C (-1.15354, 3.82344, -2.90295)  -0.08
C (-1.20693, 2.60441, -2.26620)  -0.20
N (-0.21758, 2.08851, -1.52848)  -0.03
H (6.34772, 0.12558, 0.98897)  0.10
H (4.68554, 1.63683, -0.03740)  0.09
H (1.72163, -0.61377, 1.80773)  0.11
H (3.39097, -1.79637, 2.98700)  0.14
H (2.96220, 2.80930, -0.69159)  0.11
H (1.99042, 4.62242, -1.92991)  0.11
H (0.10766, 5.55339, -3.23179)  0.10
H (-1.99567, 4.17798, -3.47992)  0.10
H (-2.09754, 1.98705, -2.35547)  0.09



Entry 4:
Entry from the Open Molecules 2025 dataset: a cluster of 2 separate species, C4H12N2O in total in a non-equilibrium geometry (the ωB97M-V functional and the def2-TZVPD basis).

As for the expectation value of S²: 0.75. For the energy relative to the best compared isomer or geometry (same formula, charge and spin), the calculation gives 1.777 eV. Its charge is +1. Its spin multiplicity is 2. For the energy, the calculation gives -343.997192 a.u. Its highest occupied orbital energy (alpha / beta) is -13.9 / -13.9 eV. The calculation puts the largest force on an atom at 2.0 eV Å⁻¹.

Each line ends with the Löwdin charge.
Element x y z (Å)
C (2.01317, 0.74482, 2.49587)  -0.10
C (0.43040, -0.93146, 2.23715)  -0.02
N (0.81841, 0.20527, 1.86107)  -0.10
H (1.71514, 1.64607, 3.03039)  0.09
H (2.73716, 1.06146, 1.74974)  0.08
H (2.46172, 0.03510, 3.19155)  0.08
H (0.99497, -1.49840, 2.98164)  0.09
H (-0.43270, -1.42367, 1.80485)  0.07
H (0.22890, 0.72573, 0.21264)  0.07
C (-0.83427, -0.23320, -3.17398)  0.00
N (-1.71461, 0.01892, -2.08766)  0.16
C (-1.24889, -0.16068, -0.70716)  -0.26
O (-0.43180, 0.92816, -0.50906)  -0.02
H (0.01154, 0.47892, -3.09065)  0.15
H (-1.32954, -0.00129, -4.11513)  0.12
H (-0.39778, -1.22506, -3.11097)  0.12
H (-2.18360, 0.93616, -2.12725)  0.19
H (-0.74194, -1.12492, -0.62633)  0.13
H (-2.09628, -0.18192, -0.01670)  0.15